No. 1
{
  "formula": "C4H30N2O12",
  "method": "ωB97M-V/def2-TZVPD",
  "lumo_energy_ev": 0.3,
  "smiles": "C[C@H](CO)NC(N)=O.O.O.O.O.O.O.O.O.O.O",
  "multiplicity": 1,
  "relative_energy_kcal_mol": 38.9,
  "homo_ev": -9.93,
  "molar_mass_da": 298.286,
  "species": ["C", "C", "C", "O", "N", "C", "N", "O", "H", "H", "H", "H", "H", "H", "H", "H", "H", "H", "O", "H", "H", "O", "H", "H", "O", "H", "H", "O", "H", "H", "O", "H", "H", "O", "H", "H", "O", "H", "H", "O", "H", "H", "O", "H", "H", "O", "H", "H"],
  "positions_angstrom": [[-2.64381, 0.39570, -2.11537], [-1.38881, 0.73832, -1.26323], [-0.94454, 2.16366, -1.58530], [0.30653, 2.41423, -1.00443], [-0.25642, -0.16481, -1.47109], [0.09392, -1.17882, -0.60100], [0.86587, -2.17131, -1.20332], [-0.08521, -1.10075, 0.63291], [-3.50021, 0.95507, -1.75350], [-2.67633, 0.70533, -3.13511], [-2.83678, -0.66949, -2.06751], [-1.69704, 0.63673, -0.18154], [-0.71420, 2.21017, -2.67203], [-1.63682, 2.98654, -1.29519], [0.22809, 2.16197, -0.05115], [0.22414, -0.30272, -2.36715], [1.56683, -2.54446, -0.57392], [1.19455, -2.12212, -2.15583], [3.48500, 0.51880, -2.38044], [3.84251, 1.31951, -2.79321], [3.40820, 0.73190, -1.44226], [1.02067, -3.24623, 2.28217], [0.33804, -3.57330, 2.88118], [0.58259, -2.75508, 1.52951], [1.28179, -0.87461, -3.63205], [1.40262, -0.63433, -4.58972], [1.81636, -0.15549, -3.19134], [1.00930, 0.44653, 2.58598], [0.10131, 0.75099, 2.69045], [1.01039, -0.37490, 2.01260], [2.65067, 0.74825, 0.43474], [1.72321, 0.93636, 0.71474], [3.04797, 0.92549, 1.31757], [2.75338, -3.77011, 0.46129], [3.28904, -3.01993, 0.74932], [2.23759, -3.93658, 1.26465], [0.28505, 3.96995, 1.61175], [-0.44393, 4.21435, 1.05433], [-0.07543, 3.39058, 2.28859], [-1.94684, -0.11606, 2.12492], [-1.19359, -0.21748, 1.48164], [-1.61357, -0.72489, 2.79045], [-1.11049, 2.11262, 3.26269], [-1.63744, 2.17895, 4.09341], [-1.67347, 1.52165, 2.73960], [-4.16606, -1.68291, 0.98768], [-4.20152, -2.51431, 0.50836], [-3.32310, -1.28299, 1.02512]],
  "atomic_forces_ev_per_a": [[0.03, -0.06, 1.08], [-0.93, -0.01, -0.15], [0.81, 0.18, -0.47], [0.30, -0.09, 1.52], [-0.36, -1.49, 0.87], [1.71, 1.21, -2.37], [-0.70, 0.62, 1.95], [-0.23, -1.08, -0.49], [-0.24, -0.18, 0.68], [0.97, 0.09, -1.02], [-0.24, -0.13, 0.05], [0.42, 0.25, -1.13], [-0.61, 0.12, 0.43], [-0.15, -0.84, -0.33], [0.37, 0.73, -0.95], [-1.18, 0.50, 0.10], [-0.05, -0.58, 0.06], [-0.45, 0.39, -0.09], [0.03, 0.28, -0.57], [-0.13, -0.29, 0.21], [-0.27, 0.04, 0.45], [-0.72, 0.52, -0.47], [0.03, 0.16, -0.29], [0.18, -0.46, 1.20], [0.94, 1.60, -1.52], [-0.34, -0.60, 1.29], [0.21, -0.86, -0.25], [0.58, -1.21, -0.78], [0.14, 0.02, 0.26], [-0.31, 1.31, 1.07], [-0.40, 0.42, 1.26], [0.76, -0.22, -0.63], [0.10, -0.23, -0.91], [0.50, 0.35, -0.15], [0.24, -0.12, -0.19], [-0.22, -0.22, 0.02], [0.78, -0.09, 0.04], [-0.48, 0.20, -0.30], [-0.30, -0.10, 0.29], [0.42, -0.14, -0.49], [-0.57, -0.16, -0.12], [-0.38, -0.15, 0.50], [-0.96, 0.46, 1.27], [0.85, 0.17, -0.74], [-0.13, -0.30, -0.27], [-2.29, -0.51, 0.16], [0.59, 0.23, -0.03], [1.67, 0.29, -0.05]],
  "nbo_charge": [-0.6254, -0.0724, -0.0715, -0.7075, -0.6421, 0.8272, -0.8486, -0.8008, 0.2201, 0.2115, 0.2200, 0.2016, 0.1750, 0.1744, 0.4634, 0.4291, 0.4184, 0.4265, -0.9795, 0.4759, 0.5154, -0.9865, 0.4850, 0.5087, -0.9877, 0.4949, 0.5168, -0.9925, 0.4839, 0.4952, -0.9802, 0.4891, 0.4879, -0.9667, 0.4667, 0.4989, -0.9595, 0.4607, 0.4934, -0.9969, 0.5038, 0.4827, -0.9923, 0.4878, 0.5007, -0.9645, 0.4726, 0.4873]
}

***

No. 2
{
  "formula": "C16H32NO2PPtSi",
  "method": "ωB97M-V/def2-TZVPD",
  "lumo_energy_ev": [0.5, -1.6],
  "multiplicity": 5,
  "relative_energy_kcal_mol": 0.0,
  "homo_ev": [-4.44, -7.60],
  "molar_mass_da": 524.575,
  "species": ["Pt", "Si", "P", "N", "H", "C", "H", "H", "H", "C", "H", "H", "H", "C", "H", "H", "H", "C", "H", "H", "H", "H", "H", "C", "C", "C", "C", "C", "C", "H", "H", "H", "H", "H", "C", "O", "C", "H", "H", "H", "C", "H", "H", "H", "C", "C", "C", "O", "H", "H", "H", "H", "H", "H"],
  "positions_angstrom": [[0.18170, 0.00003, -0.34508], [2.47307, 0.15814, -0.72982], [-0.41177, 0.38860, -2.45781], [-0.17517, -1.90339, -0.09240], [-0.15882, 2.63962, 1.69825], [-2.19164, 0.70303, -2.61351], [-2.44583, 0.91382, -3.65915], [-2.46150, 1.55889, -1.98455], [-2.74908, -0.17769, -2.27594], [0.35137, 1.90366, -3.12360], [-0.02646, 2.06117, -4.14281], [1.44279, 1.81434, -3.15528], [0.07082, 2.75433, -2.49021], [-0.02427, -0.96830, -3.59141], [-0.20976, -0.64370, -4.62407], [-0.66626, -1.82668, -3.35494], [1.02510, -1.26451, -3.48229], [2.98499, 1.91959, -0.35931], [2.67002, 2.21944, 0.64707], [2.58238, 2.62434, -1.09618], [4.08350, 1.95132, -0.41206], [3.25940, -0.78207, 0.12102], [2.77554, -0.13177, -2.16025], [-0.04060, -3.15378, -0.41025], [-1.10180, -5.38221, -0.41973], [-1.17734, -4.02952, -0.17796], [1.15454, -3.77945, -0.94612], [1.19587, -5.14226, -1.17113], [0.07949, -5.95462, -0.90699], [-1.97218, -6.00867, -0.22162], [-2.08214, -3.54854, 0.19722], [2.01792, -3.13859, -1.14369], [2.10896, -5.60395, -1.55421], [0.13524, -7.02962, -1.08070], [-0.82061, 2.98488, 0.87630], [-0.89237, 1.98286, -0.09623], [-2.19702, 3.27458, 1.47875], [-2.37344, 4.35703, 1.50195], [-2.23212, 2.90506, 2.50778], [-3.00010, 2.80815, 0.90346], [-0.23971, 4.27080, 0.29754], [-0.89145, 4.64523, -0.50276], [0.75912, 4.11028, -0.11071], [-0.18223, 5.03880, 1.07864], [-1.01721, -0.58849, 2.78116], [0.43143, -0.31488, 2.70001], [1.33429, -0.52445, 3.87274], [0.97161, 0.10341, 1.62569], [-1.29583, -0.80901, 3.81544], [-1.28540, -1.44570, 2.14508], [-1.59197, 0.28932, 2.44103], [2.01350, -1.36276, 3.66743], [1.96353, 0.36455, 4.01267], [0.75656, -0.73224, 4.77864]],
  "atomic_forces_ev_per_a": [[-1.56, 1.07, 0.77], [0.81, -0.39, -0.19], [-0.61, 0.49, -0.16], [1.02, -0.29, -0.88], [-0.02, 0.23, -0.13], [-0.21, 0.01, -0.54], [-0.15, -0.01, 0.07], [0.23, -0.23, -0.06], [0.12, 0.14, -0.06], [-0.11, -0.10, -0.44], [0.15, 0.10, 0.11], [-0.21, -0.04, 0.03], [0.02, -0.34, -0.04], [-0.11, 0.13, -0.44], [0.05, -0.23, 0.11], [0.15, 0.19, -0.03], [-0.22, 0.11, 0.01], [0.54, 0.13, -0.01], [0.02, -0.04, -0.21], [0.03, -0.12, 0.20], [-0.20, 0.24, 0.08], [0.21, 0.05, -0.18], [0.34, -0.03, -0.10], [-0.88, -1.84, 0.27], [-0.18, -0.02, 0.04], [0.35, 0.29, -0.07], [-0.08, 0.59, 0.20], [-0.11, 0.02, 0.02], [0.15, 0.07, -0.03], [0.24, 0.12, -0.07], [0.20, -0.27, -0.07], [-0.25, -0.21, 0.08], [-0.27, 0.22, 0.11], [-0.02, 0.31, 0.04], [0.43, -0.60, 0.01], [0.21, -0.25, -0.25], [-0.16, 0.19, 0.32], [-0.13, -0.19, 0.10], [-0.25, 0.02, -0.06], [0.16, -0.02, -0.02], [0.05, 0.09, -0.07], [0.08, -0.07, 0.09], [0.00, -0.03, 0.00], [0.05, -0.06, -0.13], [-0.57, 0.03, 0.30], [1.33, 0.54, -1.58], [0.05, -0.14, 0.12], [-0.78, 0.24, 3.02], [-0.07, -0.03, -0.20], [0.05, 0.25, 0.11], [0.16, -0.26, -0.14], [-0.12, 0.09, 0.08], [-0.15, -0.19, 0.00], [0.26, 0.03, -0.11]],
  "nbo_charge": [0.8659, 0.5786, 1.0796, -0.4076, 0.1272, -0.9687, 0.2139, 0.2814, 0.2388, -0.9650, 0.2213, 0.2473, 0.2728, -0.9717, 0.2281, 0.2468, 0.2579, -1.1027, 0.2423, 0.2315, 0.2301, -0.1797, -0.2172, 0.0402, -0.2181, -0.1911, -0.1415, -0.2394, -0.1865, 0.2181, 0.2169, 0.2224, 0.2221, 0.2163, 0.0934, -0.8659, -0.6317, 0.2002, 0.1972, 0.2165, -0.6185, 0.1969, 0.2054, 0.1994, -0.7295, 0.5503, -0.7029, -0.6512, 0.2200, 0.2503, 0.2575, 0.2443, 0.2414, 0.2165]
}

***

No. 3
{
  "formula": "C2H13NO4",
  "method": "ωB97M-V/def2-TZVPD",
  "lumo_energy_ev": [3.2, 3.2],
  "multiplicity": 2,
  "relative_energy_kcal_mol": 24.2,
  "homo_ev": [-0.75, -2.62],
  "molar_mass_da": 115.129,
  "total_charge": -1,
  "species": ["C", "C", "N", "H", "H", "H", "H", "H", "H", "H", "O", "H", "H", "O", "H", "H", "O", "H", "H", "O"],
  "positions_angstrom": [[-0.42745, 0.62057, -0.87434], [-0.45212, -0.45849, -2.93897], [0.12980, 0.54089, -2.25718], [0.01358, -0.13916, -0.22304], [-1.51068, 0.58668, -1.06228], [-0.21561, 1.62025, -0.48013], [0.12295, -1.24408, -3.45594], [-1.50802, -0.51317, -3.28537], [-0.81863, -1.12135, 2.25840], [0.69392, -0.91104, 2.65574], [-0.13424, -1.40483, 2.88728], [2.69461, -1.23738, 1.59909], [2.08067, -0.01430, 0.98577], [2.23614, -0.43238, 1.86111], [-4.08765, 1.07544, 2.36600], [-2.96185, 0.54491, 1.71270], [-3.30468, 1.42904, 1.92996], [1.83803, 0.14138, -1.67970], [3.27248, 0.37691, -1.09879], [2.33872, 0.54014, -0.90031]],
  "atomic_forces_ev_per_a": [[-0.30, 1.61, -2.05], [-0.28, -0.97, -1.15], [0.72, -1.05, 1.01], [-0.47, -0.24, 0.15], [-0.18, -0.49, 1.00], [0.13, -0.10, 0.29], [0.26, 0.44, -0.18], [-0.05, 0.28, 0.69], [0.67, -0.05, 0.20], [-0.76, -0.40, -0.19], [-0.02, 0.32, -0.04], [-0.06, -0.09, 0.16], [-0.01, 0.14, 0.00], [0.22, 0.13, -0.40], [-0.49, 0.78, 0.31], [0.79, 0.62, -0.51], [-0.30, -1.35, 0.17], [-0.96, 1.04, 0.32], [-0.19, 0.13, 0.14], [1.29, -0.75, 0.06]],
  "nbo_charge": [-0.4663, -0.3830, -0.7359, 0.1446, 0.1583, 0.1684, 0.1046, 0.0871, 0.4609, 0.5041, -0.9954, 0.4674, 0.5217, -0.9801, 0.4494, 0.4652, -0.9162, 0.5151, 0.4463, -1.0162]
}

***

No. 4
{
  "formula": "C3H9N3O",
  "method": "ωB97M-V/def2-TZVPD",
  "lumo_energy_ev": [0.5, 0.1],
  "multiplicity": 1,
  "relative_energy_kcal_mol": 169.3,
  "homo_ev": [-8.56, -7.54],
  "molar_mass_da": 103.125,
  "species": ["C", "C", "N", "C", "N", "O", "N", "H", "H", "H", "H", "H", "H", "H", "H", "H"],
  "positions_angstrom": [[1.11083, 0.75314, -1.07505], [-0.31515, 1.67997, 0.74604], [-0.13418, 0.69272, -0.31355], [-1.28057, -1.68629, 0.08267], [0.67573, -0.81648, 1.09223], [-1.15877, 0.24261, -0.88623], [-1.33346, -2.76507, -0.40236], [0.05937, -1.01499, 1.88261], [0.99504, -1.72963, 0.76755], [-1.73406, -3.35120, -1.10874], [1.13663, 1.67588, -1.66293], [1.12871, -0.10196, -1.74563], [1.94101, 0.70431, -0.37257], [0.52656, 1.59774, 1.43207], [-1.24522, 1.43706, 1.25258], [-0.37249, 2.68218, 0.31132]],
  "atomic_forces_ev_per_a": [[-0.14, -0.10, 0.13], [0.03, -0.20, -0.09], [-0.37, 0.12, -0.51], [-0.29, -1.21, 0.13], [0.88, 0.18, 0.82], [0.18, 0.84, -0.30], [-0.18, 0.57, -0.04], [0.09, -0.14, -0.18], [-0.26, -0.07, 0.00], [0.11, -0.04, 0.02], [-0.01, -0.02, 0.07], [-0.01, 0.01, 0.04], [-0.01, 0.04, -0.06], [-0.03, 0.06, -0.04], [0.01, 0.03, -0.01], [0.00, -0.05, 0.01]],
  "nbo_charge": [-0.4426, -0.4476, 0.1607, 0.3712, -0.8657, -0.4022, -0.7848, 0.3332, 0.3273, 0.4335, 0.1996, 0.2243, 0.2311, 0.2304, 0.2304, 0.2011]
}